(1)
Here is a single C6H13N molecule from OMol25. Energies are from wB97M-V/def2-TZVPD.

Output
SMILES = CCC/C=C(/C)N
HOMO = -8.02 eV
HOMO-LUMO gap = 0.335 hartree
E = -7922.2678 eV
net charge = 0
relative energy (zero: lowest compared OMol25 entry of this formula, charge and spin) = 54.5 kJ/mol

XYZ file:
```
20
Properties=species:S:1:pos:R:3:nbo_charge:R:1
C 0.429 1.793 -1.582 -0.6074
C 1.198 0.477 -1.648 -0.3921
C 0.358 -0.714 -1.218 -0.4262
C 0.432 -0.957 0.279 -0.2950
C -0.537 -0.616 1.142 0.1961
C -0.369 -0.937 2.606 -0.6523
N -1.716 0.111 0.852 -0.8218
H -0.417 1.688 -2.263 0.1939
H -0.033 1.928 -0.603 0.2143
H 0.972 2.686 -1.868 0.2085
H 1.580 0.371 -2.671 0.1958
H 2.130 0.526 -1.076 0.1945
H 0.595 -1.631 -1.759 0.2134
H -0.701 -0.521 -1.417 0.1820
H 1.446 -0.931 0.668 0.1987
H 0.612 -1.386 2.757 0.2249
H -1.081 -1.697 2.935 0.2156
H -0.390 -0.047 3.233 0.2114
H -2.346 0.055 1.639 0.3689
H -2.162 -0.198 -0.003 0.3767
```



(2)
Here is 9 unconnected molecules or ions with the total composition C8H35N16O9 from OMol25. Energies are from wB97M-V/def2-TZVPD.

Output
HOMO = -11.61 eV
HOMO-LUMO gap = 0.349 hartree
E = -51136.5027 eV
net charge = +1
relative energy (zero: lowest compared OMol25 entry of this formula, charge and spin) = 46.1 kJ/mol

XYZ file:
```
68
Properties=species:S:1:pos:R:3:nbo_charge:R:1
O 0.889 0.358 0.172 -0.8357
H 0.832 -0.377 0.842 0.5985
H 0.231 1.048 0.434 0.5558
H 0.533 0.151 -0.730 0.5838
C 0.569 -1.479 3.551 0.7864
O 0.781 -0.711 2.605 -0.7275
N 1.021 -1.192 4.796 -0.8368
N 0.034 -2.690 3.427 -0.8224
H 1.078 -1.950 5.451 0.3948
H 1.539 -0.344 4.933 0.4070
H -0.243 -2.945 2.490 0.4298
H -0.238 -3.262 4.204 0.3993
C 2.774 2.349 -2.414 0.7594
O 3.619 2.773 -1.617 -0.6881
N 1.479 2.196 -2.061 -0.8461
N 3.109 1.989 -3.668 -0.8484
H 0.856 2.016 -2.830 0.4021
H 1.220 2.596 -1.177 0.4063
H 4.104 2.043 -3.811 0.4171
H 2.459 2.019 -4.432 0.3967
C -2.875 0.478 2.618 0.7856
O -2.057 0.223 1.723 -0.7133
N -2.514 0.935 3.848 -0.8664
N -4.203 0.301 2.461 -0.8264
H -1.511 0.804 3.885 0.4151
H -3.127 0.919 4.642 0.4123
H -4.492 -0.093 1.582 0.4097
H -4.898 0.679 3.079 0.4042
C -2.179 2.537 -1.786 0.7651
O -2.896 2.389 -2.772 -0.6857
N -1.345 3.533 -1.510 -0.8474
N -2.261 1.736 -0.698 -0.8675
H -1.086 4.240 -2.175 0.4062
H -0.827 3.465 -0.649 0.4069
H -2.946 1.004 -0.732 0.3995
H -1.915 2.102 0.178 0.4135
C 2.788 -2.751 -1.882 0.7954
O 1.951 -3.374 -2.549 -0.7219
N 2.826 -1.403 -1.777 -0.8394
N 3.642 -3.401 -1.039 -0.8380
H 2.155 -0.873 -2.309 0.4271
H 3.677 -1.019 -1.406 0.3969
H 4.001 -2.785 -0.331 0.3859
H 3.785 -4.392 -1.018 0.4185
C 0.338 2.948 2.251 0.8095
O -0.264 2.790 1.160 -0.7830
N 1.689 2.868 2.353 -0.8196
N -0.317 3.072 3.416 -0.8130
H 2.230 3.011 3.186 0.4061
H 2.144 2.927 1.454 0.4219
H -1.288 2.803 3.412 0.4226
H 0.264 2.897 4.219 0.3876
C -0.604 -0.867 -3.435 0.7966
O -0.178 -0.333 -2.409 -0.7636
N -0.265 -2.139 -3.768 -0.8498
N -1.319 -0.297 -4.442 -0.8330
H 0.306 -2.636 -3.088 0.4405
H -0.755 -2.618 -4.498 0.3856
H -1.540 0.684 -4.359 0.4242
H -1.649 -0.847 -5.207 0.3983
C -0.757 -2.842 -0.058 0.7825
O 0.266 -2.220 0.277 -0.7312
N -1.963 -2.516 0.480 -0.8576
N -0.738 -3.937 -0.856 -0.8450
H -1.867 -1.613 0.929 0.4348
H -2.794 -2.848 0.023 0.3924
H -1.492 -3.929 -1.522 0.3947
H 0.217 -4.202 -1.069 0.4306
```



(3)
Here is a single CH3NO2S2 molecule from OMol25. Energies are from wB97M-V/def2-TZVPD.

Output
SMILES = O=[S@]12=[S@](=O)(C1)N2
HOMO = -9.49 eV
HOMO-LUMO gap = 0.359 hartree
E = -28338.4603 eV
net charge = 0
relative energy (zero: lowest compared OMol25 entry of this formula, charge and spin) = 189.3 kJ/mol

XYZ file:
```
9
Properties=species:S:1:pos:R:3:nbo_charge:R:1
O 1.198 1.128 -1.531 -0.9204
S 1.213 -0.030 -0.662 1.3912
S -0.837 -0.863 0.708 1.4348
O -2.123 -0.211 0.812 -0.9302
C 0.325 0.476 0.831 -0.8911
N -0.296 -0.935 -0.889 -1.0309
H 0.793 0.558 1.775 0.2513
H -0.070 1.505 0.470 0.2986
H -0.203 -1.627 -1.514 0.3966
```



(4)
Here is a molecular structure, C14H32AgN5O11S from OMol25. Energies are from wB97M-V/def2-TZVPD.

Output
HOMO = -8.08 eV
HOMO-LUMO gap = 0.256 hartree
E = -59840.3461 eV
net charge = 0
relative energy (zero: lowest compared OMol25 entry of this formula, charge and spin) = 175.6 kJ/mol

XYZ file:
```
64
Properties=species:S:1:pos:R:3:nbo_charge:R:1
Ag 0.941 -2.680 0.152 0.9354
N -0.724 -0.383 0.323 0.7095
O -1.597 0.491 0.316 -0.4374
O -0.901 -1.465 0.945 -0.5971
O 0.299 -0.264 -0.410 -0.6005
C 2.409 -3.079 -3.801 -0.1053
C 1.991 -1.650 -3.347 -0.1044
O 3.176 -1.010 -2.908 -0.6707
S 4.303 -2.112 -2.587 2.5314
O 3.941 -2.720 -1.321 -0.9307
O 5.586 -1.574 -2.879 -0.8495
O 3.811 -3.125 -3.731 -0.6742
H 2.028 -3.289 -4.798 0.2154
H 2.039 -3.840 -3.108 0.1838
H 1.226 -1.773 -2.580 0.1886
H 1.493 -1.047 -4.102 0.2186
C -1.645 2.008 -2.820 -0.6962
C -0.349 2.754 -2.706 0.6708
O -0.243 3.871 -3.227 -0.6486
N 0.681 2.241 -2.009 -0.6491
C 2.036 2.724 -1.970 -0.4085
H -2.185 2.209 -3.735 0.2361
H -2.229 2.372 -1.973 0.2514
H -1.377 0.955 -2.691 0.2013
H 0.484 1.417 -1.447 0.4215
H 2.295 3.153 -0.997 0.1816
H 2.325 3.440 -2.733 0.2290
H 2.636 1.824 -2.153 0.1916
C -0.970 4.041 0.725 -0.7227
C -1.874 5.057 0.032 0.6755
O -1.979 5.074 -1.174 -0.5993
N -2.501 5.924 0.875 -0.6301
C -3.282 7.064 0.408 -0.4197
H -0.586 4.348 1.701 0.2021
H -0.074 3.860 0.137 0.2443
H -1.573 3.138 0.840 0.2468
H -2.659 5.662 1.830 0.3871
H -2.736 8.005 0.525 0.1869
H -4.162 7.145 1.043 0.1923
H -3.468 6.952 -0.657 0.2358
C -4.686 -5.898 0.525 -0.7040
C -3.941 -4.667 1.027 0.6668
O -3.917 -3.646 0.363 -0.6145
N -3.449 -4.745 2.278 -0.6143
C -2.714 -3.739 3.004 -0.4221
H -5.094 -6.490 1.343 0.2084
H -4.005 -6.514 -0.065 0.2280
H -5.460 -5.553 -0.154 0.2443
H -3.564 -5.592 2.805 0.3869
H -3.206 -2.769 2.898 0.2264
H -1.663 -3.556 2.772 0.1966
H -2.722 -3.906 4.082 0.1991
C 1.432 -0.145 3.368 -0.7332
C 2.554 -0.873 2.692 0.6921
O 2.286 -1.533 1.692 -0.7319
N 3.773 -0.707 3.180 -0.5791
C 4.983 -1.245 2.539 -0.4214
H 1.422 -0.008 4.453 0.2225
H 0.487 -0.643 3.137 0.2555
H 1.238 0.862 2.985 0.2525
H 3.903 -0.255 4.066 0.4032
H 5.881 -0.947 3.064 0.2139
H 4.996 -0.829 1.530 0.2187
H 4.876 -2.321 2.422 0.2128
```



Please write out number 2 again, unchanged.
Here is 9 unconnected molecules or ions with the total composition C8H35N16O9 from OMol25. Energies are from wB97M-V/def2-TZVPD.

Output
HOMO = -11.61 eV
HOMO-LUMO gap = 0.349 hartree
E = -51136.5027 eV
net charge = +1
relative energy (zero: lowest compared OMol25 entry of this formula, charge and spin) = 46.1 kJ/mol

XYZ file:
```
68
Properties=species:S:1:pos:R:3:nbo_charge:R:1
O 0.889 0.358 0.172 -0.8357
H 0.832 -0.377 0.842 0.5985
H 0.231 1.048 0.434 0.5558
H 0.533 0.151 -0.730 0.5838
C 0.569 -1.479 3.551 0.7864
O 0.781 -0.711 2.605 -0.7275
N 1.021 -1.192 4.796 -0.8368
N 0.034 -2.690 3.427 -0.8224
H 1.078 -1.950 5.451 0.3948
H 1.539 -0.344 4.933 0.4070
H -0.243 -2.945 2.490 0.4298
H -0.238 -3.262 4.204 0.3993
C 2.774 2.349 -2.414 0.7594
O 3.619 2.773 -1.617 -0.6881
N 1.479 2.196 -2.061 -0.8461
N 3.109 1.989 -3.668 -0.8484
H 0.856 2.016 -2.830 0.4021
H 1.220 2.596 -1.177 0.4063
H 4.104 2.043 -3.811 0.4171
H 2.459 2.019 -4.432 0.3967
C -2.875 0.478 2.618 0.7856
O -2.057 0.223 1.723 -0.7133
N -2.514 0.935 3.848 -0.8664
N -4.203 0.301 2.461 -0.8264
H -1.511 0.804 3.885 0.4151
H -3.127 0.919 4.642 0.4123
H -4.492 -0.093 1.582 0.4097
H -4.898 0.679 3.079 0.4042
C -2.179 2.537 -1.786 0.7651
O -2.896 2.389 -2.772 -0.6857
N -1.345 3.533 -1.510 -0.8474
N -2.261 1.736 -0.698 -0.8675
H -1.086 4.240 -2.175 0.4062
H -0.827 3.465 -0.649 0.4069
H -2.946 1.004 -0.732 0.3995
H -1.915 2.102 0.178 0.4135
C 2.788 -2.751 -1.882 0.7954
O 1.951 -3.374 -2.549 -0.7219
N 2.826 -1.403 -1.777 -0.8394
N 3.642 -3.401 -1.039 -0.8380
H 2.155 -0.873 -2.309 0.4271
H 3.677 -1.019 -1.406 0.3969
H 4.001 -2.785 -0.331 0.3859
H 3.785 -4.392 -1.018 0.4185
C 0.338 2.948 2.251 0.8095
O -0.264 2.790 1.160 -0.7830
N 1.689 2.868 2.353 -0.8196
N -0.317 3.072 3.416 -0.8130
H 2.230 3.011 3.186 0.4061
H 2.144 2.927 1.454 0.4219
H -1.288 2.803 3.412 0.4226
H 0.264 2.897 4.219 0.3876
C -0.604 -0.867 -3.435 0.7966
O -0.178 -0.333 -2.409 -0.7636
N -0.265 -2.139 -3.768 -0.8498
N -1.319 -0.297 -4.442 -0.8330
H 0.306 -2.636 -3.088 0.4405
H -0.755 -2.618 -4.498 0.3856
H -1.540 0.684 -4.359 0.4242
H -1.649 -0.847 -5.207 0.3983
C -0.757 -2.842 -0.058 0.7825
O 0.266 -2.220 0.277 -0.7312
N -1.963 -2.516 0.480 -0.8576
N -0.738 -3.937 -0.856 -0.8450
H -1.867 -1.613 0.929 0.4348
H -2.794 -2.848 0.023 0.3924
H -1.492 -3.929 -1.522 0.3947
H 0.217 -4.202 -1.069 0.4306
```



Look up the HOMO-LUMO gap of the second one. 0.349 hartree



Please write out number 4 again, unchanged.
Here is a molecular structure, C14H32AgN5O11S from OMol25. Energies are from wB97M-V/def2-TZVPD.

Output
HOMO = -8.08 eV
HOMO-LUMO gap = 0.256 hartree
E = -59840.3461 eV
net charge = 0
relative energy (zero: lowest compared OMol25 entry of this formula, charge and spin) = 175.6 kJ/mol

XYZ file:
```
64
Properties=species:S:1:pos:R:3:nbo_charge:R:1
Ag 0.941 -2.680 0.152 0.9354
N -0.724 -0.383 0.323 0.7095
O -1.597 0.491 0.316 -0.4374
O -0.901 -1.465 0.945 -0.5971
O 0.299 -0.264 -0.410 -0.6005
C 2.409 -3.079 -3.801 -0.1053
C 1.991 -1.650 -3.347 -0.1044
O 3.176 -1.010 -2.908 -0.6707
S 4.303 -2.112 -2.587 2.5314
O 3.941 -2.720 -1.321 -0.9307
O 5.586 -1.574 -2.879 -0.8495
O 3.811 -3.125 -3.731 -0.6742
H 2.028 -3.289 -4.798 0.2154
H 2.039 -3.840 -3.108 0.1838
H 1.226 -1.773 -2.580 0.1886
H 1.493 -1.047 -4.102 0.2186
C -1.645 2.008 -2.820 -0.6962
C -0.349 2.754 -2.706 0.6708
O -0.243 3.871 -3.227 -0.6486
N 0.681 2.241 -2.009 -0.6491
C 2.036 2.724 -1.970 -0.4085
H -2.185 2.209 -3.735 0.2361
H -2.229 2.372 -1.973 0.2514
H -1.377 0.955 -2.691 0.2013
H 0.484 1.417 -1.447 0.4215
H 2.295 3.153 -0.997 0.1816
H 2.325 3.440 -2.733 0.2290
H 2.636 1.824 -2.153 0.1916
C -0.970 4.041 0.725 -0.7227
C -1.874 5.057 0.032 0.6755
O -1.979 5.074 -1.174 -0.5993
N -2.501 5.924 0.875 -0.6301
C -3.282 7.064 0.408 -0.4197
H -0.586 4.348 1.701 0.2021
H -0.074 3.860 0.137 0.2443
H -1.573 3.138 0.840 0.2468
H -2.659 5.662 1.830 0.3871
H -2.736 8.005 0.525 0.1869
H -4.162 7.145 1.043 0.1923
H -3.468 6.952 -0.657 0.2358
C -4.686 -5.898 0.525 -0.7040
C -3.941 -4.667 1.027 0.6668
O -3.917 -3.646 0.363 -0.6145
N -3.449 -4.745 2.278 -0.6143
C -2.714 -3.739 3.004 -0.4221
H -5.094 -6.490 1.343 0.2084
H -4.005 -6.514 -0.065 0.2280
H -5.460 -5.553 -0.154 0.2443
H -3.564 -5.592 2.805 0.3869
H -3.206 -2.769 2.898 0.2264
H -1.663 -3.556 2.772 0.1966
H -2.722 -3.906 4.082 0.1991
C 1.432 -0.145 3.368 -0.7332
C 2.554 -0.873 2.692 0.6921
O 2.286 -1.533 1.692 -0.7319
N 3.773 -0.707 3.180 -0.5791
C 4.983 -1.245 2.539 -0.4214
H 1.422 -0.008 4.453 0.2225
H 0.487 -0.643 3.137 0.2555
H 1.238 0.862 2.985 0.2525
H 3.903 -0.255 4.066 0.4032
H 5.881 -0.947 3.064 0.2139
H 4.996 -0.829 1.530 0.2187
H 4.876 -2.321 2.422 0.2128
```